{"formula": "C50H106BCrF4NO35", "method": "ωB97M-V/def2-TZVPD", "molar_mass_g_mol": 1420.2, "homo_lumo_gap_ev": [6.48, 7.72], "multiplicity": 5, "s2": 6.01, "e_tot_ev": -166693.2295, "symbols": ["Cr", "N", "H", "H", "H", "H", "C", "C", "C", "O", "H", "H", "H", "H", "H", "H", "H", "C", "C", "C", "O", "H", "H", "H", "H", "H", "H", "H", "B", "F", "F", "F", "F", "C", "C", "O", "C", "O", "O", "C", "H", "H", "H", "H", "H", "H", "H", "H", "C", "C", "O", "C", "O", "O", "C", "H", "H", "H", "H", "H", "H", "H", "H", "C", "C", "O", "C", "O", "O", "C", "H", "H", "H", "H", "H", "H", "H", "H", "C", "C", "O", "C", "O", "O", "C", "H", "H", "H", "H", "H", "H", "H", "H", "C", "C", "O", "C", "O", "O", "C", "H", "H", "H", "H", "H", "H", "H", "H", "C", "C", "O", "C", "O", "O", "C", "H", "H", "H", "H", "H", "H", "H", "H", "C", "C", "O", "C", "O", "O", "C", "H", "H", "H", "H", "H", "H", "H", "H", "C", "C", "O", "C", "O", "O", "C", "H", "H", "H", "H", "H", "H", "H", "H", "C", "C", "O", "C", "O", "O", "C", "H", "H", "H", "H", "H", "H", "H", "H", "C", "C", "O", "C", "O", "O", "C", "H", "H", "H", "H", "H", "H", "H", "H", "C", "C", "O", "C", "O", "O", "C", "H", "H", "H", "H", "H", "H", "H", "H"], "xyz": [[-0.9372, 1.0101, 1.9423], [-2.6604, 3.2712, 4.3951], [-3.1566, 2.9020, 3.5966], [-1.7566, 2.8406, 4.5285], [-3.2661, 3.1857, 5.1988], [-2.5217, 4.2697, 4.3337], [-5.3094, 1.8465, 1.5989], [-4.2620, 0.8596, 1.9582], [-4.3613, -0.4712, 1.1045], [-3.0385, 1.5651, 1.9755], [-5.2411, 2.1896, 0.5665], [-5.2745, 2.7518, 2.2049], [-6.3028, 1.4098, 1.7012], [-4.5397, 0.6076, 2.9817], [-4.4700, -0.3121, 0.0317], [-5.2533, -1.0380, 1.3712], [-3.3975, -0.9767, 1.1659], [0.5989, 1.0318, 5.9042], [0.4845, 2.1669, 4.9654], [1.7863, 2.8945, 4.6819], [-0.2664, 1.8304, 3.8068], [1.4176, 1.1220, 6.6181], [0.7741, 0.0386, 5.4908], [-0.2711, 1.0334, 6.5609], [-0.1661, 2.8857, 5.4635], [1.5994, 3.6958, 3.9669], [2.5590, 2.2121, 4.3278], [2.0909, 3.3607, 5.6189], [0.3818, -0.5341, 0.2714], [-0.9944, -0.2353, 0.2013], [0.9067, -0.1728, -0.8891], [0.8454, 0.1069, 1.4252], [0.4427, -1.8899, 0.4448], [-2.9180, -0.6594, 6.7722], [-2.7564, -0.5802, 5.2733], [-2.4072, -1.8085, 4.7738], [-1.6618, -1.9129, 3.7245], [-1.3401, -0.9317, 3.0142], [-1.4059, -3.1966, 3.4859], [-0.2510, -3.5091, 2.7059], [-3.7353, -1.2814, 7.1373], [-2.9784, 0.3325, 7.2201], [-2.0010, -1.0645, 7.1999], [-1.9546, 0.1506, 5.1682], [-3.5779, -0.1222, 4.7224], [0.5678, -2.8443, 2.9810], [-0.5005, -3.6046, 1.6492], [0.0887, -4.5296, 2.8833], [-7.9925, 4.7470, -3.9393], [-7.9123, 4.3307, -2.4997], [-7.5791, 2.9848, -2.4373], [-6.3134, 2.5617, -2.3594], [-5.3170, 3.2903, -2.2369], [-6.1894, 1.2449, -2.3659], [-4.8735, 0.7064, -2.3348], [-7.0208, 4.5968, -4.4098], [-8.1785, 5.8145, -4.0572], [-8.6935, 4.1273, -4.4985], [-8.8651, 4.4667, -1.9882], [-7.1675, 4.8705, -1.9149], [-4.3450, 1.1189, -1.4754], [-4.3892, 0.9288, -3.2856], [-4.9945, -0.3626, -2.1596], [-4.7225, -4.3332, 2.1396], [-4.2903, -5.0985, 0.9016], [-5.2433, -4.8136, -0.1040], [-6.0322, -5.8349, -0.6103], [-5.9597, -7.0252, -0.3416], [-7.0089, -5.1961, -1.3034], [-8.0396, -5.9428, -1.9183], [-3.9699, -4.4120, 2.9241], [-5.7521, -4.5664, 2.4109], [-4.5510, -3.3125, 1.7977], [-4.0341, -6.1501, 1.0303], [-3.3435, -4.7025, 0.5345], [-8.8229, -6.2004, -1.2054], [-7.7907, -6.9011, -2.3742], [-8.4360, -5.4503, -2.8063], [-1.6642, 2.0687, -2.1548], [-1.4593, 3.5417, -1.7399], [-0.1607, 3.8494, -1.2400], [0.3078, 3.3525, -0.0456], [-0.2705, 2.7358, 0.8810], [1.5967, 3.6279, 0.0659], [2.4476, 3.2336, 1.1197], [-0.8585, 1.5448, -2.6692], [-2.5141, 2.0158, -2.8352], [-1.7495, 1.3993, -1.2988], [-2.2203, 3.7449, -0.9864], [-1.5744, 4.2688, -2.5437], [1.9491, 3.6316, 2.0035], [3.4213, 3.7105, 1.0075], [2.4904, 2.1566, 1.2823], [-3.3701, -2.8259, -2.6523], [-2.1564, -1.8823, -2.3193], [-1.2456, -1.7529, -3.3958], [-1.4417, -0.8952, -4.3492], [-2.4583, -0.1892, -4.5281], [-0.3950, -0.8640, -5.2209], [-0.4271, -0.0141, -6.3621], [-3.8172, -2.5499, -3.6072], [-4.1124, -2.8926, -1.8569], [-2.9126, -3.8112, -2.7418], [-1.5819, -2.1848, -1.4438], [-2.4869, -0.8904, -2.0111], [0.4171, -0.2138, -7.0221], [-0.4629, 1.0571, -6.1641], [-1.3232, -0.1976, -6.9548], [4.6748, -4.1137, 0.9774], [3.5122, -3.1140, 1.3760], [4.0526, -2.2311, 2.3824], [4.0231, -2.5691, 3.6923], [3.5881, -3.6075, 4.1430], [4.4716, -1.5009, 4.3990], [4.5570, -1.5168, 5.8047], [4.5682, -4.6536, 0.0365], [4.7731, -4.8189, 1.8027], [5.6319, -3.6070, 1.1006], [2.5828, -3.5535, 1.7380], [3.3134, -2.5667, 0.4545], [3.8334, -0.8117, 6.2137], [5.5324, -1.1378, 6.1095], [4.4617, -2.4637, 6.3362], [5.4903, 2.1083, 3.1317], [5.6718, 3.2294, 4.1248], [4.7218, 4.1826, 3.9638], [4.4909, 5.1932, 4.8665], [4.8018, 5.2196, 6.0912], [3.9282, 6.1843, 4.1620], [3.7765, 7.4766, 4.7946], [4.5500, 1.5800, 3.2892], [6.3719, 1.4675, 3.1179], [5.5252, 2.6772, 2.2026], [6.6461, 3.7148, 4.0681], [5.4949, 2.8198, 5.1193], [3.1002, 7.4383, 5.6486], [3.7155, 8.2808, 4.0613], [4.7661, 7.7381, 5.1693], [0.6521, -5.0693, -2.3531], [-0.0721, -5.0548, -0.9537], [-1.3342, -5.6622, -1.0303], [-1.4602, -6.9114, -1.0250], [-0.5446, -7.7337, -1.2017], [-2.7527, -7.2026, -0.9763], [-3.1971, -8.5507, -1.0066], [0.7984, -6.1311, -2.5514], [1.6104, -4.5552, -2.2792], [0.0444, -4.6234, -3.1404], [-0.0542, -4.0211, -0.6086], [0.5096, -5.6096, -0.2176], [-4.1701, -8.5506, -1.4978], [-3.3943, -8.8574, 0.0205], [-2.5892, -9.3119, -1.4956], [4.2271, 1.2294, -1.0912], [4.5720, 0.1066, -0.0297], [5.8299, 0.4379, 0.5743], [6.9331, -0.1065, 0.0263], [7.0421, -1.0058, -0.8335], [8.0068, 0.5151, 0.6249], [9.2931, 0.2340, 0.2314], [4.8716, 1.0408, -1.9498], [4.2749, 2.2751, -0.7873], [3.2894, 1.1239, -1.6368], [4.6685, -0.8690, -0.5063], [3.7990, 0.0004, 0.7314], [9.4828, 0.4658, -0.8167], [9.3975, -0.8329, 0.4284], [9.9295, 0.8420, 0.8744], [4.7450, -2.6499, -2.9127], [3.3108, -2.0048, -3.2360], [3.5693, -0.9363, -4.1324], [3.2938, -1.1506, -5.4304], [3.1743, -2.2162, -6.0053], [3.2088, 0.0519, -5.9703], [3.1263, 0.2274, -7.4378], [5.4770, -1.8742, -2.6880], [5.0587, -3.2309, -3.7800], [4.6621, -3.1869, -1.9679], [2.7453, -1.6621, -2.3695], [2.6129, -2.7807, -3.5507], [4.0637, -0.2207, -7.7672], [3.1147, 1.2896, -7.6821], [2.2913, -0.2698, -7.9314], [1.8799, 2.4258, -4.2219], [2.3424, 3.7560, -3.6956], [2.3049, 4.7434, -4.6834], [1.4350, 5.8352, -4.7411], [0.5214, 6.0682, -3.9455], [1.8491, 6.5985, -5.7507], [1.3014, 7.8750, -6.0237], [2.1473, 1.6065, -3.5546], [2.2746, 2.1615, -5.2029], [0.8076, 2.3760, -4.4111], [3.3387, 3.5683, -3.2953], [1.7974, 4.0573, -2.8010], [1.0999, 8.0149, -7.0858], [2.0104, 8.6514, -5.7362], [0.3972, 8.0618, -5.4445]], "mulliken_spin": [3.83, 0.00, 0.00, 0.01, 0.00, 0.00, 0.00, -0.01, 0.02, 0.02, 0.00, 0.00, 0.00, 0.00, 0.00, 0.00, 0.01, 0.00, 0.01, 0.00, 0.01, 0.00, 0.00, 0.00, 0.01, 0.00, 0.00, 0.00, -0.03, 0.05, 0.01, 0.03, 0.00, 0.00, -0.01, 0.00, 0.00, -0.05, 0.00, 0.00, 0.00, 0.00, 0.00, 0.01, 0.00, 0.00, 0.00, 0.00, 0.00, 0.00, 0.00, 0.00, 0.00, 0.00, 0.00, 0.00, 0.00, 0.00, 0.00, 0.00, 0.00, 0.00, 0.00, 0.00, 0.00, 0.00, 0.00, 0.00, 0.00, 0.00, 0.00, 0.00, 0.00, 0.00, 0.00, 0.00, 0.00, 0.00, 0.01, 0.00, 0.01, 0.02, 0.03, 0.00, 0.00, 0.00, 0.00, 0.02, 0.00, 0.00, 0.00, 0.00, 0.00, 0.00, 0.01, 0.00, 0.00, 0.00, 0.00, 0.00, 0.00, 0.00, 0.00, 0.00, 0.00, 0.00, 0.00, 0.00, 0.00, 0.00, 0.00, 0.00, 0.00, 0.00, 0.00, 0.00, 0.00, 0.00, 0.00, 0.00, 0.00, 0.00, 0.00, 0.00, 0.00, 0.00, 0.00, 0.00, 0.00, 0.00, 0.00, 0.00, 0.00, 0.00, 0.00, 0.00, 0.00, 0.00, 0.00, 0.00, 0.00, 0.00, 0.00, 0.00, 0.00, 0.00, 0.00, 0.00, 0.00, 0.00, 0.00, 0.00, 0.00, 0.00, 0.00, 0.00, 0.00, 0.00, 0.00, 0.00, 0.00, 0.00, 0.00, 0.00, 0.00, 0.00, 0.00, 0.00, 0.00, 0.00, 0.00, 0.00, 0.00, 0.00, 0.00, 0.00, 0.00, 0.00, 0.00, 0.00, 0.00, 0.00, 0.00, 0.00, 0.00, 0.00, 0.00, 0.00, 0.00, 0.00, 0.00, 0.00, 0.00, 0.00, 0.00, 0.00, 0.00, 0.00]}



{"formula": "C16H30BFN2O12Pb", "method": "ωB97M-V/def2-TZVPD", "molar_mass_g_mol": 679.4, "homo_lumo_gap_ev": 8.06, "multiplicity": 1, "relative_energy_kj_mol": 201.1, "e_tot_ev": -53272.1103, "symbols": ["Pb", "O", "C", "O", "B", "O", "C", "O", "O", "C", "O", "C", "O", "O", "F", "C", "O", "C", "C", "N", "C", "C", "O", "C", "H", "H", "H", "H", "H", "H", "H", "H", "H", "H", "H", "H", "H", "H", "H", "C", "O", "C", "C", "N", "C", "C", "O", "C", "H", "H", "H", "H", "H", "H", "H", "H", "H", "H", "H", "H", "H", "H", "H"], "xyz": [[-0.1476, 0.5764, 0.9150], [-3.2468, -1.5916, -7.6147], [-3.2322, -1.5569, -6.4150], [-2.5854, -0.7103, -5.6583], [-2.9512, -0.8509, -4.2532], [-3.7382, -2.1249, -4.2703], [-3.9131, -2.5696, -5.5011], [-4.6531, -3.4389, -5.8801], [-3.8244, 0.2081, -3.6499], [-3.3733, 0.5398, -2.4760], [-3.7808, 1.4092, -1.7604], [-1.9855, -0.1583, -2.2757], [-1.7854, -0.8780, -3.3618], [-1.2440, -0.1000, -1.3237], [-2.3886, 1.6044, 1.0346], [-0.9792, -2.9997, 1.1918], [-1.0213, -1.7344, 1.8017], [-0.7189, -1.8862, 3.2050], [-0.9512, -0.5586, 3.9776], [0.0125, 0.4772, 3.4714], [-0.4653, 1.7594, 4.0363], [0.1579, 2.9800, 3.4016], [0.2287, 2.8112, 2.0061], [0.3354, 4.0179, 1.2459], [0.0171, -3.3813, 0.9533], [-1.4668, -2.8268, 0.2276], [-1.5653, -3.8355, 1.5842], [0.2849, -2.2866, 3.3873], [-1.3649, -2.6639, 3.6211], [-0.8115, -0.8694, 5.0162], [-1.9784, -0.2223, 3.8538], [0.7845, 0.3334, 4.1222], [-0.3025, 1.8906, 5.1156], [-1.5528, 1.8554, 4.0753], [1.2302, 2.9717, 3.6490], [-0.3787, 3.8552, 3.7694], [-0.6247, 4.5358, 1.2127], [0.6040, 3.8127, 0.2136], [1.0859, 4.5953, 1.7925], [0.9584, 1.8200, -2.3770], [1.4450, 1.8044, -1.0485], [2.7587, 1.3603, -0.9190], [3.1841, 1.2830, 0.5407], [2.4204, 0.3131, 1.3844], [2.8946, -1.0560, 1.2187], [2.4909, -1.8512, -0.0394], [1.2179, -1.5225, -0.5186], [0.9979, -2.2616, -1.7130], [-0.0012, 2.3240, -2.4362], [1.0050, 0.8216, -2.8252], [1.5376, 2.3003, -3.1806], [3.4636, 2.1181, -1.2830], [2.8931, 0.4052, -1.4363], [3.0784, 2.3322, 0.8283], [4.2604, 1.0913, 0.5790], [2.6153, 0.5690, 2.3453], [2.4394, -1.6438, 2.0216], [3.9869, -1.1147, 1.2417], [2.5636, -2.9262, 0.1450], [3.2982, -1.5822, -0.7320], [1.8111, -2.2156, -2.4426], [0.0860, -2.0187, -2.2520], [0.8847, -3.3395, -1.5417]], "lowdin_charge": [1.63, 0.15, -0.41, 0.24, -0.82, 0.21, -0.40, 0.15, 0.24, -0.40, 0.16, -0.34, 0.23, -0.03, -0.64, -0.11, -0.29, -0.19, -0.16, -0.12, -0.22, -0.21, -0.38, -0.05, 0.09, 0.10, 0.10, 0.12, 0.13, 0.13, 0.13, 0.12, 0.13, 0.13, 0.13, 0.14, 0.11, 0.08, 0.10, -0.08, -0.27, -0.23, -0.16, -0.14, -0.18, -0.24, -0.27, -0.09, 0.11, 0.09, 0.10, 0.14, 0.12, 0.12, 0.12, 0.10, 0.11, 0.12, 0.13, 0.11, 0.10, 0.08, 0.10]}



- Among the records above, which one has the highest multiplicity?
  C50H106BCrF4NO35



- The highest multiplicity belongs to which entry?
  C50H106BCrF4NO35